[1]
The following is a quantum chemistry calculation of C24H11ClF5N3O8PtS as an isolated structure, from the Open Molecules 2025 dataset.

Results
- 2S+1: 5
- Max |F|: 1.84 eV/Å
- Total charge: +2
- Relative energy (zero: lowest compared OMol25 entry of this formula, charge and spin): 300.7 kJ/mol
- <S²>: 6.0353

Geometry as XYZ:
```
54
C24H11ClF5N3O8PtS | the Open Molecules 2025 dataset | wB97M-V/def2-TZVPD
Pt -0.31 -0.11 0.17
O 3.54 -0.43 -1.61
C 2.29 -0.57 -1.31
O 1.37 0.08 -1.77
C 2.01 -1.74 -0.39
C 2.86 -2.85 -0.37
C 2.42 -4.01 0.25
C 1.12 -4.06 0.75
C 0.35 -2.90 0.72
N 0.82 -1.76 0.20
C -1.12 -2.80 1.04
O -1.75 -3.72 1.71
O -1.73 -1.84 0.59
H 3.71 0.30 -2.24
H 3.83 -2.78 -0.84
H 3.05 -4.88 0.30
H 0.73 -4.99 1.13
H -1.22 -4.45 2.07
O 0.83 5.52 0.30
C -0.33 5.33 -0.25
O -1.04 6.20 -0.67
C -0.83 3.91 -0.35
C -2.05 3.57 -0.95
Cl -3.11 4.61 -1.74
N -2.19 2.22 -0.84
N -1.13 1.71 -0.20
C -0.28 2.70 0.09
C 1.06 2.33 0.64
O 1.88 3.16 0.96
O 1.25 1.06 0.67
C -3.22 1.36 -1.29
C -2.87 0.06 -1.65
C -3.86 -0.84 -2.01
C -5.18 -0.42 -2.08
C -5.52 0.89 -1.78
C -4.54 1.78 -1.36
H 1.34 4.72 0.62
H -1.82 -0.24 -1.69
H -3.60 -1.85 -2.26
H -5.95 -1.12 -2.38
H -6.54 1.22 -1.84
H -4.82 2.79 -1.08
F 0.67 0.87 6.90
C 0.79 1.25 5.65
C -0.12 2.28 5.15
F 0.23 2.96 4.07
C -1.47 1.69 5.14
F -2.06 1.48 6.29
C -1.51 0.65 4.09
S -1.82 0.99 2.49
C -0.58 -0.36 4.61
F -0.94 -1.10 5.65
C 0.77 0.23 4.61
F 1.26 0.52 3.41
```

Löwdin atomic charge list, values in e, 2 entries: atom 1 (Pt): 1.324, atom 2 (O): 0.205

---

[2]
The following is a quantum chemistry calculation of an isolated ion of composition C10H20NO2S and charge +1, from the Open Molecules 2025 dataset.

Results
- 2S+1: 1
- Max |F|: 1.42 eV/Å
- Total charge: +1
- Relative energy (zero: lowest compared OMol25 entry of this formula, charge and spin): 14.5 kJ/mol
- SMILES string: C=[N+](CC1CCCCC1)S(=O)(=O)CC

Geometry as XYZ:
```
34
C10H20NO2S | the Open Molecules 2025 dataset | wB97M-V/def2-TZVPD
C -1.57 -1.08 -1.45
N -0.33 -0.87 -1.23
C 0.22 0.44 -1.08
C -0.13 0.94 0.35
C 0.50 2.31 0.58
C 0.20 2.76 2.01
C -1.30 2.82 2.26
C -1.94 1.45 2.00
C -1.63 1.02 0.57
S 0.69 -2.29 -0.60
O -0.28 -3.27 -0.29
O 1.49 -1.70 0.41
C 1.65 -2.72 -2.08
C 2.60 -3.81 -1.64
H -1.95 -2.08 -1.33
H -2.22 -0.30 -1.85
H 1.30 0.38 -1.18
H -0.20 1.12 -1.82
H 0.30 0.23 1.06
H 0.08 3.03 -0.13
H 1.58 2.26 0.42
H 0.64 3.75 2.17
H 0.67 2.07 2.71
H -1.49 3.11 3.29
H -1.76 3.56 1.60
H -1.53 0.72 2.70
H -3.02 1.50 2.15
H -2.10 0.03 0.38
H -2.07 1.74 -0.13
H 0.94 -3.05 -2.82
H 2.17 -1.82 -2.40
H 3.25 -3.46 -0.84
H 2.04 -4.68 -1.29
H 3.22 -4.12 -2.48
```

Löwdin atomic charge list, values in e, 2 entries: atom 1 (C): 0.143, atom 2 (N): -0.142

---

[3]
The following is a quantum chemistry calculation of C43H40CaN2OP2S2 as an isolated structure, from the Open Molecules 2025 dataset.

Results
- 2S+1: 1
- Max |F|: 0.49 eV/Å
- Total charge: +2
- Relative energy (zero: lowest compared OMol25 entry of this formula, charge and spin): 50.8 kJ/mol

Geometry as XYZ:
```
91
C43H40CaN2OP2S2 | the Open Molecules 2025 dataset | wB97M-V/def2-TZVPD
Ca -0.76 0.21 -1.09
C 0.79 -3.31 0.72
C 1.26 -3.14 -0.73
P 1.66 -1.40 -1.18
C 2.29 -1.48 -2.88
C 2.58 -2.67 -3.55
C 3.04 -2.64 -4.86
C 3.23 -1.43 -5.50
C 2.95 -0.24 -4.84
C 2.48 -0.27 -3.54
C 3.10 -1.05 -0.13
C 2.88 -0.48 1.12
C 3.95 -0.30 2.00
C 5.23 -0.66 1.62
C 5.45 -1.21 0.36
C 4.39 -1.41 -0.51
C -0.67 -2.92 1.02
P -0.98 -1.16 1.47
C -0.55 -0.98 3.22
C 0.33 -1.84 3.87
C 0.67 -1.61 5.20
C 0.12 -0.54 5.89
C -0.78 0.31 5.25
C -1.11 0.09 3.92
C -2.80 -1.03 1.42
C -3.37 0.06 0.76
C -4.75 0.17 0.63
C -5.57 -0.81 1.17
C -5.01 -1.88 1.86
C -3.64 -2.00 1.98
H 1.49 -2.78 1.38
H 0.90 -4.37 0.97
H 0.51 -3.51 -1.43
H 2.16 -3.74 -0.87
H 2.44 -3.63 -3.06
H 3.26 -3.57 -5.37
H 3.60 -1.41 -6.52
H 3.10 0.71 -5.34
H 2.27 0.66 -3.03
H 1.89 -0.17 1.42
H 3.77 0.12 2.98
H 6.06 -0.52 2.30
H 6.45 -1.49 0.06
H 4.57 -1.84 -1.49
H -1.06 -3.56 1.81
H -1.30 -3.09 0.14
H 0.76 -2.69 3.36
H 1.35 -2.28 5.70
H 0.37 -0.37 6.93
H -1.23 1.13 5.79
H -1.82 0.74 3.43
H -2.77 0.90 0.41
H -5.18 1.02 0.13
H -6.65 -0.72 1.08
H -5.66 -2.63 2.32
H -3.21 -2.83 2.53
S -1.77 -1.10 -3.27
C -3.01 -2.17 -2.87
N -3.78 -2.65 -3.89
C -4.77 -3.55 -3.71
C -5.02 -4.01 -2.46
C -4.20 -3.51 -1.44
N -3.23 -2.63 -1.63
H -3.58 -2.29 -4.82
H -5.32 -3.85 -4.59
H -5.80 -4.73 -2.26
H -4.34 -3.85 -0.41
O -0.76 2.44 -1.35
S -0.97 3.45 -0.23
C -0.66 5.04 -0.96
C -0.07 5.14 -2.21
C 0.16 6.40 -2.73
C -0.19 7.53 -2.00
C -0.79 7.41 -0.76
C -1.04 6.15 -0.23
C 0.45 3.23 0.83
C 1.74 3.36 0.33
C 2.80 3.14 1.19
C 2.57 2.79 2.52
C 1.28 2.66 3.00
C 0.20 2.88 2.15
H 0.18 4.24 -2.77
H 0.62 6.50 -3.70
H -0.01 8.51 -2.42
H -1.08 8.29 -0.20
H -1.52 6.05 0.74
H 1.91 3.65 -0.70
H 3.82 3.24 0.82
H 3.41 2.64 3.18
H 1.10 2.38 4.03
H -0.82 2.79 2.51
```

Löwdin atomic charge list, values in e, 2 entries: atom 1 (Ca): 0.980, atom 2 (C): -0.287

---

[4]
The following is a quantum chemistry calculation of a 8-piece molecular cluster, C35H83BBrINO25S7 overall, from the Open Molecules 2025 dataset.

Results
- 2S+1: 1
- Max |F|: 2.04 eV/Å
- E: -9002.78237 Eh
- Total charge: +1

Geometry as XYZ:
```
154
C35H83BBrINO25S7 | the Open Molecules 2025 dataset | wB97M-V/def2-TZVPD
C -0.65 4.05 -4.27
C -0.85 2.64 -4.78
C 0.39 1.84 -5.23
I 2.27 2.62 -4.52
C 0.26 0.35 -4.97
N 0.09 -0.15 -3.59
C 1.11 -0.02 -2.52
C 1.01 -1.12 -1.46
C 2.43 -1.50 -0.95
O 2.42 -1.72 0.43
C 2.78 -0.60 1.22
C -1.03 -0.72 -3.43
C -1.89 -0.66 -4.62
C -2.94 -1.74 -4.81
C -4.34 -1.34 -4.36
C -4.80 0.01 -4.89
Br -5.55 -2.73 -5.04
C -0.87 -0.40 -5.75
O -1.38 0.42 -6.77
B -0.18 -1.73 -6.35
O -0.31 -2.87 -5.63
O 0.50 -1.70 -7.53
H -1.62 4.53 -4.17
H -0.21 4.04 -3.27
H -0.06 4.66 -4.95
H -1.40 2.08 -4.02
H -1.49 2.68 -5.66
H 0.46 1.93 -6.31
H 1.21 -0.06 -5.32
H 2.08 0.03 -2.99
H 0.94 0.94 -2.05
H 0.49 -0.71 -0.60
H 0.54 -2.02 -1.83
H 3.17 -0.75 -1.24
H 2.72 -2.43 -1.43
H 3.30 -0.96 2.10
H 3.45 0.08 0.69
H 1.89 -0.07 1.54
H -1.35 -1.21 -2.52
H -2.36 0.32 -4.51
H -2.64 -2.62 -4.24
H -2.98 -2.09 -5.84
H -4.44 -1.38 -3.28
H -5.87 0.10 -4.87
H -4.40 0.19 -5.89
H -4.41 0.79 -4.24
H -2.10 -0.03 -7.22
H 0.47 -3.43 -5.74
H 1.31 -1.18 -7.51
O 5.71 -3.54 2.27
S 4.50 -4.15 2.72
O 3.61 -3.42 3.57
O 4.84 -5.56 3.35
C 5.90 -5.61 4.34
C 5.47 -5.07 5.69
C 3.59 -4.75 1.34
H 6.77 -5.08 3.97
H 6.16 -6.66 4.41
H 5.30 -4.00 5.65
H 6.25 -5.26 6.43
H 4.54 -5.54 6.03
H 4.25 -5.33 0.71
H 3.22 -3.87 0.81
H 2.76 -5.35 1.70
O 0.32 1.56 5.41
S 1.74 1.64 5.48
O 2.51 1.37 4.30
O 2.27 0.76 6.69
C 1.84 -0.63 6.83
C 2.59 -1.58 5.92
C 2.23 3.20 6.12
H 0.76 -0.69 6.68
H 2.04 -0.86 7.87
H 2.34 -1.42 4.88
H 2.35 -2.61 6.17
H 3.66 -1.43 6.02
H 1.67 3.38 7.04
H 1.99 3.95 5.38
H 3.30 3.18 6.31
O 1.34 -7.64 6.76
S 0.90 -6.28 6.80
O 1.84 -5.21 6.93
O -0.21 -6.13 7.93
C 0.10 -6.63 9.25
C 0.98 -5.67 10.03
C -0.14 -5.95 5.42
H 0.56 -7.61 9.17
H -0.86 -6.75 9.74
H 1.98 -5.61 9.60
H 1.07 -6.01 11.06
H 0.55 -4.67 10.03
H -0.89 -6.73 5.36
H 0.50 -5.96 4.54
H -0.60 -4.98 5.55
O 2.53 6.10 2.98
S 2.86 5.23 1.90
O 4.20 5.19 1.39
O 1.86 5.51 0.69
C 1.72 6.89 0.27
C 2.87 7.34 -0.60
C 2.35 3.60 2.28
H 1.60 7.53 1.13
H 0.78 6.92 -0.29
H 3.80 7.40 -0.04
H 2.66 8.33 -1.01
H 3.03 6.64 -1.42
H 1.31 3.62 2.62
H 2.99 3.23 3.07
H 2.45 2.98 1.40
O 1.76 -6.80 -3.17
S 1.89 -7.88 -4.10
O 3.09 -8.01 -4.87
O 0.64 -7.84 -5.09
C 0.37 -6.57 -5.72
C 1.29 -6.31 -6.90
C 1.51 -9.41 -3.32
H 0.44 -5.78 -4.97
H -0.66 -6.62 -6.05
H 2.32 -6.17 -6.58
H 0.96 -5.41 -7.43
H 1.27 -7.15 -7.59
H 0.57 -9.31 -2.79
H 2.32 -9.62 -2.63
H 1.45 -10.18 -4.08
O 0.61 9.77 0.25
S 0.21 11.13 0.51
O 1.20 12.08 0.92
O -0.98 11.11 1.55
C -0.79 10.36 2.78
C 0.05 11.10 3.79
C -0.69 11.77 -0.85
H -0.37 9.38 2.54
H -1.80 10.19 3.16
H 1.08 11.19 3.46
H 0.04 10.56 4.74
H -0.34 12.10 3.95
H -1.46 11.06 -1.13
H 0.02 11.89 -1.67
H -1.11 12.73 -0.57
O -7.38 0.37 -2.61
S -8.43 0.93 -3.40
O -8.28 2.25 -3.94
O -9.79 0.84 -2.59
C -9.80 1.37 -1.24
C -9.92 2.88 -1.21
C -8.86 -0.18 -4.69
H -8.92 1.02 -0.71
H -10.67 0.90 -0.78
H -9.02 3.35 -1.59
H -10.07 3.21 -0.18
H -10.76 3.21 -1.82
H -9.01 -1.17 -4.27
H -8.01 -0.19 -5.38
H -9.75 0.17 -5.20
```

Löwdin atomic charge list, values in e, 2 entries: atom 1 (C): -0.148, atom 2 (C): -0.275

---

[5]
The following is a quantum chemistry calculation of C28H20BCaCl5N8O6S2Se as an isolated structure, from the Open Molecules 2025 dataset.

Results
- 2S+1: 1
- Max |F|: 2.64 eV/Å
- Total charge: -2
- Relative energy (zero: lowest compared OMol25 entry of this formula, charge and spin): 0.0 kJ/mol

Geometry as XYZ:
```
72
C28H20BCaCl5N8O6S2Se | the Open Molecules 2025 dataset | wB97M-V/def2-TZVPD
Ca -14.28 -12.85 -0.29
Cl -7.39 -10.34 -2.71
C -9.10 -10.60 -2.53
C -9.59 -11.89 -2.33
Cl -8.40 -13.18 -2.34
C -10.92 -12.12 -2.00
Cl -11.50 -13.65 -1.42
C -11.87 -11.04 -1.91
O -13.08 -11.23 -1.59
C -11.35 -9.77 -2.15
Cl -12.39 -8.38 -1.90
C -10.01 -9.58 -2.48
Cl -9.43 -7.97 -2.76
C -12.34 -17.28 -1.03
N -13.34 -17.56 -0.04
C -14.17 -18.66 -0.07
C -15.10 -18.46 0.91
N -14.79 -17.32 1.59
B -15.64 -16.99 2.87
N -15.58 -15.53 3.41
C -15.08 -15.18 4.64
C -15.16 -13.86 4.78
N -15.76 -13.37 3.64
C -15.94 -11.96 3.47
C -15.96 -14.39 2.79
S -16.62 -14.21 1.26
C -13.73 -16.74 0.97
S -12.96 -15.27 1.35
H -12.45 -18.12 -1.74
H -11.33 -17.21 -0.63
H -12.56 -16.34 -1.52
H -14.11 -19.35 -0.91
H -15.89 -19.07 1.19
H -16.75 -17.35 2.64
H -15.18 -17.68 3.77
H -14.74 -15.97 5.29
H -14.89 -13.19 5.58
H -15.25 -11.38 4.09
H -16.95 -11.65 3.74
H -15.74 -11.74 2.44
O -16.09 -12.28 -1.82
C -16.66 -12.83 -2.74
C -16.25 -14.07 -3.33
C -16.89 -14.49 -4.50
C -16.63 -15.74 -5.00
C -15.72 -16.62 -4.33
C -15.09 -16.18 -3.26
C -15.28 -14.89 -2.70
O -14.58 -14.52 -1.71
N -17.16 -16.09 -6.25
O -17.05 -17.23 -6.63
O -17.72 -15.22 -6.89
H -17.63 -12.36 -3.17
H -17.59 -13.88 -5.00
H -15.54 -17.60 -4.74
H -14.43 -16.82 -2.71
Se -15.09 -8.82 1.05
N -15.89 -10.31 0.41
C -17.19 -10.03 0.31
C -18.22 -10.88 -0.23
C -19.49 -10.45 -0.20
C -19.86 -9.15 0.37
C -18.88 -8.31 0.81
C -17.52 -8.70 0.82
N -16.52 -7.91 1.17
H -17.83 -11.87 -0.54
H -20.28 -11.09 -0.57
H -20.92 -8.88 0.37
H -19.17 -7.35 1.21
O -13.03 -10.88 3.90
C -13.07 -11.30 2.75
N -13.15 -11.68 1.63
```

Löwdin atomic charge list, values in e, 2 entries: atom 1 (Ca): 1.082, atom 2 (Cl): 0.602

---

What did the second record say?
The following is a quantum chemistry calculation of an isolated ion of composition C10H20NO2S and charge +1, from the Open Molecules 2025 dataset.

Results
- 2S+1: 1
- Max |F|: 1.42 eV/Å
- Total charge: +1
- Relative energy (zero: lowest compared OMol25 entry of this formula, charge and spin): 14.5 kJ/mol
- SMILES string: C=[N+](CC1CCCCC1)S(=O)(=O)CC

Geometry as XYZ:
```
34
C10H20NO2S | the Open Molecules 2025 dataset | wB97M-V/def2-TZVPD
C -1.57 -1.08 -1.45
N -0.33 -0.87 -1.23
C 0.22 0.44 -1.08
C -0.13 0.94 0.35
C 0.50 2.31 0.58
C 0.20 2.76 2.01
C -1.30 2.82 2.26
C -1.94 1.45 2.00
C -1.63 1.02 0.57
S 0.69 -2.29 -0.60
O -0.28 -3.27 -0.29
O 1.49 -1.70 0.41
C 1.65 -2.72 -2.08
C 2.60 -3.81 -1.64
H -1.95 -2.08 -1.33
H -2.22 -0.30 -1.85
H 1.30 0.38 -1.18
H -0.20 1.12 -1.82
H 0.30 0.23 1.06
H 0.08 3.03 -0.13
H 1.58 2.26 0.42
H 0.64 3.75 2.17
H 0.67 2.07 2.71
H -1.49 3.11 3.29
H -1.76 3.56 1.60
H -1.53 0.72 2.70
H -3.02 1.50 2.15
H -2.10 0.03 0.38
H -2.07 1.74 -0.13
H 0.94 -3.05 -2.82
H 2.17 -1.82 -2.40
H 3.25 -3.46 -0.84
H 2.04 -4.68 -1.29
H 3.22 -4.12 -2.48
```

Löwdin atomic charge list, values in e, 2 entries: atom 1 (C): 0.143, atom 2 (N): -0.142

---

Among the records above, which one has the highest max |F|?
C28H20BCaCl5N8O6S2Se

---

What is the total charge in the first record?
+2